{
  "formula": "C29H41F5OP2Sc",
  "method": "ωB97M-V/def2-TZVPD",
  "de_lowest_kj_mol": 791.2,
  "lumo_ev": [-5.32, -5.28],
  "charge": 1,
  "homo_ha": [-0.34350, -0.34692],
  "symbols": ["Sc", "C", "C", "C", "C", "C", "C", "H", "H", "H", "C", "H", "H", "H", "C", "H", "H", "H", "C", "H", "H", "H", "C", "H", "H", "H", "C", "C", "C", "C", "C", "C", "C", "C", "H", "H", "H", "H", "H", "H", "H", "H", "H", "H", "H", "H", "P", "C", "C", "P", "C", "C", "C", "H", "H", "H", "H", "H", "H", "H", "H", "H", "H", "H", "H", "H", "H", "F", "C", "C", "F", "C", "F", "C", "O", "C", "F", "C", "F"],
  "positions_angstrom": [[0.693, -1.957, 0.072], [-1.692, 3.372, -0.732], [-2.415, 2.930, 0.409], [-0.192, 3.072, 0.986], [-0.323, 3.479, -0.366], [-1.485, 2.748, 1.477], [-2.279, 3.679, -2.054], [-3.084, 2.975, -2.306], [-1.523, 3.628, -2.847], [-2.714, 4.691, -2.072], [0.797, 3.943, -1.212], [0.457, 4.202, -2.220], [1.581, 3.177, -1.283], [1.274, 4.831, -0.770], [1.078, 2.964, 1.731], [1.678, 3.877, 1.615], [1.688, 2.127, 1.358], [0.896, 2.803, 2.798], [-1.785, 2.226, 2.826], [-1.210, 2.775, 3.584], [-1.516, 1.161, 2.932], [-2.854, 2.323, 3.056], [-3.868, 2.656, 0.481], [-4.388, 3.438, 1.052], [-4.078, 1.694, 0.973], [-4.307, 2.622, -0.523], [0.638, -1.897, -2.151], [-0.589, -1.720, -1.543], [-1.158, -0.359, -1.161], [-1.738, -0.409, 0.273], [-0.751, -1.052, 1.270], [-0.972, -2.409, 1.459], [-0.080, -3.583, 1.783], [0.513, -4.146, 0.491], [-1.945, -0.079, -1.875], [-2.697, -0.960, 0.245], [-0.387, 0.433, -1.227], [-0.274, -4.581, -0.142], [1.345, -2.708, -1.836], [-1.316, -2.541, -1.438], [1.308, -4.871, 0.648], [0.641, -3.367, 2.590], [-2.024, -2.722, 1.407], [-0.767, -4.318, 2.240], [-2.030, 0.596, 0.586], [-0.358, -0.407, 2.072], [-0.309, -0.415, -4.580], [0.056, -0.937, -6.296], [0.653, 1.157, -4.494], [-2.407, -2.038, 3.993], [0.907, -1.533, -3.608], [-3.073, -3.737, 4.124], [-0.882, -2.337, 4.960], [1.127, -1.130, -6.454], [-0.287, -0.118, -6.945], [-0.535, -1.843, -6.496], [-0.060, 1.944, -4.212], [1.059, 1.377, -5.488], [1.464, 1.110, -3.755], [-0.614, -3.400, 5.033], [-1.027, -1.916, 5.966], [-0.076, -1.786, 4.454], [0.933, -2.461, -4.210], [1.904, -1.070, -3.671], [-3.829, -3.731, 4.922], [-2.292, -4.481, 4.323], [-3.559, -3.932, 3.156], [7.058, -0.325, 1.295], [5.762, -0.288, 0.932], [4.937, -1.385, 1.205], [5.440, -2.493, 1.791], [3.613, -1.314, 0.846], [2.786, -2.431, 1.040], [3.028, -0.179, 0.238], [1.743, -0.130, -0.014], [3.914, 0.878, -0.094], [3.452, 1.917, -0.844], [5.248, 0.833, 0.268], [6.075, 1.858, -0.043]],
  "atomic_forces_ev_per_a": [[5.5, -1.2, 2.0], [1.2, -0.1, 0.5], [0.5, 0.2, -0.7], [-2.3, -1.1, 2.3], [-1.9, 0.2, -1.7], [2.7, 0.4, -0.4], [-0.3, 0.3, -0.5], [0.2, 0.2, -0.1], [-0.2, 0.0, 0.1], [0.1, -0.2, -0.2], [0.2, 0.1, -0.2], [0.1, 0.0, 0.2], [-0.2, 0.2, 0.0], [-0.1, -0.1, -0.1], [0.4, 0.1, 0.2], [0.0, -0.2, 0.1], [-0.1, 0.1, 0.1], [0.1, 0.0, -0.1], [-0.1, 0.0, 0.5], [-0.2, -0.2, 0.0], [-0.2, 0.1, 0.1], [0.3, -0.1, 0.1], [-0.3, -0.1, -0.2], [0.1, -0.2, -0.1], [0.0, 0.2, 0.0], [0.0, 0.1, 0.2], [-1.7, -1.2, -3.7], [-1.2, 1.2, -2.1], [-0.2, 0.7, -1.6], [-0.5, 0.0, 0.8], [-3.5, 0.6, 1.2], [-2.6, 0.2, 3.0], [-0.5, -0.2, 1.5], [0.5, 0.7, -1.2], [0.0, 0.1, 0.3], [0.5, -0.2, 0.0], [-0.3, -0.4, 0.0], [0.1, -0.1, 0.3], [-0.6, -0.3, -0.1], [1.0, -0.5, 1.3], [-0.1, 0.1, 0.2], [0.3, 0.1, -0.5], [0.3, -0.1, -1.5], [0.2, 0.2, -0.1], [0.5, 0.0, -0.2], [1.1, -0.3, -0.8], [0.1, -0.2, 1.0], [0.1, -0.4, 0.2], [-0.3, 0.2, 0.1], [0.3, -0.5, 0.1], [0.9, 2.0, 0.2], [-0.3, 0.2, -0.4], [0.3, 0.4, -0.1], [-0.3, 0.1, -0.1], [0.1, -0.4, 0.1], [0.3, 0.3, -0.2], [0.4, 0.0, -0.1], [0.1, 0.1, 0.3], [-0.2, 0.1, -0.2], [-0.1, 0.4, 0.0], [0.3, -0.1, -0.2], [0.0, 0.0, 0.4], [0.0, -0.1, 0.8], [0.0, -0.3, -0.4], [0.1, -0.3, -0.2], [-0.4, 0.2, 0.0], [-0.2, -0.3, 0.4], [-0.8, 0.0, -0.3], [0.3, -0.1, 0.2], [0.9, -0.2, 0.2], [-0.4, 0.8, -0.4], [-0.3, 0.4, -0.2], [0.3, 1.1, -0.2], [1.1, 0.0, 0.1], [-0.6, -1.4, -0.4], [-0.6, 0.0, -0.4], [0.4, -0.8, 0.8], [0.8, 0.3, 0.0], [-0.8, -0.9, 0.3]],
  "mulliken_charge": [-1.257, 0.608, 0.621, 1.064, 0.338, 0.546, -1.895, 0.401, 0.297, 0.302, -1.136, 0.406, 0.068, 0.347, -1.339, 0.406, -0.175, 0.381, -1.355, 0.468, 0.081, 0.353, -1.429, 0.343, 0.292, 0.373, -0.034, -0.023, -0.370, -0.033, 1.539, -1.317, -0.623, -1.008, 1.072, 0.641, -0.414, 0.348, 0.544, 0.539, 0.425, 0.276, 0.938, 0.325, -1.311, 0.403, 0.278, -1.211, -0.773, 0.307, -1.381, -0.975, -0.770, 0.358, 0.424, 0.384, 0.074, 0.451, 0.214, 0.325, 0.410, 0.096, 0.519, 0.584, 0.376, 0.314, 0.297, -0.290, 0.565, -0.142, -0.288, 0.377, -0.146, 0.095, 0.056, -0.088, -0.316, 0.124, -0.274]
}

=====

{
  "formula": "C4H10S",
  "method": "ωB97M-V/def2-TZVPD",
  "de_lowest_kj_mol": 95.3,
  "lumo_ev": 0.92,
  "homo_ha": -0.33247,
  "symbols": ["C", "C", "H", "H", "H", "H", "S", "C", "C", "H", "H", "H", "H", "H", "H"],
  "positions_angstrom": [[-1.244, 2.440, -0.840], [-2.382, 1.761, -0.994], [-0.704, 2.433, 0.114], [-0.816, 3.023, -1.663], [-2.810, 1.178, -0.170], [-2.922, 1.768, -1.948], [-0.153, -1.143, 1.941], [2.002, -1.100, 0.152], [0.621, -1.696, 0.390], [0.793, -1.642, 2.765], [1.950, 0.002, 0.150], [2.399, -1.436, -0.821], [2.699, -1.418, 0.945], [-0.086, -1.369, -0.397], [0.653, -2.802, 0.376]],
  "atomic_forces_ev_per_a": [[-0.2, -0.2, 0.0], [0.3, 0.1, 0.0], [-0.2, 0.0, -0.4], [-0.1, -0.2, 0.4], [0.1, 0.2, -0.4], [0.2, 0.0, 0.4], [0.2, -0.1, 0.1], [0.1, 0.1, 0.0], [-0.2, -0.3, -0.3], [-0.2, 0.1, -0.1], [0.1, -0.4, 0.0], [-0.1, 0.1, 0.3], [-0.2, 0.2, -0.3], [0.3, -0.2, 0.4], [0.0, 0.6, 0.0]],
  "nbo_charge": [-0.392, -0.393, 0.199, 0.194, 0.197, 0.194, -0.049, -0.618, -0.514, 0.114, 0.215, 0.212, 0.205, 0.223, 0.211]
}

=====

{
  "formula": "CH4ClN",
  "method": "ωB97M-V/def2-TZVPD",
  "de_lowest_kj_mol": 31.7,
  "lumo_ev": 1.10,
  "homo_ha": -0.36948,
  "symbols": ["C", "N", "Cl", "H", "H", "H", "H"],
  "positions_angstrom": [[0.662, 0.441, -0.027], [-0.130, -0.759, -0.095], [2.400, -0.097, -0.033], [0.375, 0.961, 0.850], [0.655, 0.908, -1.000], [0.379, -1.493, -0.463], [-0.143, -1.085, 0.851]],
  "atomic_forces_ev_per_a": [[0.4, -2.2, -2.0], [-1.3, 1.5, 1.6], [0.8, 0.4, 0.7], [0.2, 1.0, 0.4], [-0.5, 0.9, 0.3], [1.2, -1.5, -1.9], [-0.7, -0.2, 0.9]],
  "nbo_charge": [-0.173, -0.797, -0.148, 0.207, 0.205, 0.361, 0.344]
}

=====

no.,energy (eV)
1,-85635.898
2,-15144.379
3,-15114.030